Below is 5 unconnected molecules or ions with the total composition C48H56F6N8P at a distorted geometry, with properties calculated with the ωB97M-V functional and the def2-TZVPD basis.

The HOMO energy is -17.93 eV. As for the total charge: +7. Its total energy is -88134.5395 eV. The value obtained for the LUMO energy is -12.308 eV. Its HOMO-LUMO gap is 5.62 eV.

Each line ends with the Mulliken charge.
Atoms and positions in Å:
C: -3.105 10.167 5.426  -0.836
N: -3.334 10.423 3.961  0.007
C: -4.271 9.852 3.195  -0.083
C: -4.327 10.091 1.837  -0.736
C: -3.460 10.982 1.177  1.199
C: -2.520 11.573 2.021  -0.507
C: -2.467 11.266 3.349  -0.509
C: -3.396 11.188 -0.269  1.307
C: -4.464 10.820 -1.085  -0.692
C: -4.440 10.911 -2.482  -0.257
N: -3.321 11.425 -3.054  -0.021
C: -2.341 11.916 -2.304  -0.494
C: -2.366 11.800 -0.916  -0.550
C: -3.238 11.654 -4.521  -0.805
H: -3.150 11.104 5.955  0.393
H: -2.187 9.645 5.586  0.363
H: -3.947 9.547 5.717  0.282
H: -4.984 9.095 3.679  0.336
H: -5.056 9.514 1.245  0.267
H: -1.849 12.417 1.640  0.295
H: -1.652 11.660 3.921  0.465
H: -5.359 10.441 -0.627  0.375
H: -5.247 10.597 -3.125  0.402
H: -1.576 12.378 -2.814  0.528
H: -1.514 12.187 -0.340  0.270
H: -3.465 12.758 -4.737  0.390
H: -4.109 11.129 -4.934  0.255
H: -2.307 11.404 -4.986  0.358
C: 6.269 -11.562 -4.352  -0.830
N: 5.613 -10.696 -3.244  -0.019
C: 6.091 -10.632 -2.017  -0.056
C: 5.522 -9.892 -1.052  -0.775
C: 4.309 -9.236 -1.323  0.923
C: 3.816 -9.303 -2.612  -0.634
C: 4.402 -10.110 -3.582  -0.455
C: 3.599 -8.468 -0.233  0.852
C: 3.078 -7.204 -0.544  -0.749
C: 2.407 -6.518 0.459  -0.341
N: 2.248 -7.050 1.693  0.078
C: 2.793 -8.242 2.023  -0.106
C: 3.548 -8.943 1.126  -0.793
C: 1.596 -6.276 2.749  -0.702
H: 5.477 -12.239 -4.690  0.380
H: 7.104 -12.124 -3.942  0.312
H: 6.619 -10.891 -5.147  0.342
H: 6.993 -11.241 -1.828  0.363
H: 5.999 -9.817 -0.075  0.472
H: 2.954 -8.802 -2.930  0.507
H: 4.105 -10.189 -4.620  0.487
H: 3.171 -6.763 -1.517  0.510
H: 1.971 -5.527 0.226  0.480
H: 2.658 -8.554 3.056  0.378
H: 3.884 -9.932 1.442  0.466
H: 1.931 -6.785 3.631  0.251
H: 0.499 -6.300 2.681  0.278
H: 1.955 -5.236 2.724  0.359
C: -11.477 -6.434 -8.046  -0.823
N: -10.983 -6.037 -6.763  0.047
C: -10.087 -5.023 -6.654  -0.383
C: -9.604 -4.591 -5.453  -0.711
C: -10.027 -5.282 -4.330  0.856
C: -10.940 -6.384 -4.411  -0.739
C: -11.420 -6.722 -5.654  -0.224
C: -9.588 -4.669 -3.082  1.093
C: -10.447 -4.681 -2.037  -0.673
C: -10.119 -3.960 -0.897  -0.395
N: -8.930 -3.317 -0.794  0.058
C: -8.083 -3.389 -1.773  -0.205
C: -8.383 -4.069 -2.910  -0.811
C: -8.600 -2.348 0.258  -0.919
H: -11.002 -7.384 -8.274  0.394
H: -11.238 -5.680 -8.824  0.273
H: -12.561 -6.624 -7.979  0.342
H: -9.786 -4.601 -7.608  0.379
H: -8.972 -3.703 -5.369  0.462
H: -11.154 -7.028 -3.550  0.522
H: -12.149 -7.512 -5.854  0.469
H: -11.437 -5.090 -2.185  0.503
H: -10.789 -3.828 -0.079  0.441
H: -7.113 -2.887 -1.607  0.411
H: -7.697 -4.079 -3.723  0.577
H: -9.192 -2.636 1.115  0.346
H: -8.761 -1.266 -0.070  0.309
H: -7.530 -2.571 0.573  0.403
C: 11.648 4.586 0.009  -0.893
N: 10.819 4.091 1.131  0.047
C: 10.509 4.933 2.160  -0.387
C: 9.730 4.531 3.209  -0.429
C: 9.297 3.207 3.279  0.538
C: 9.631 2.338 2.252  -0.570
C: 10.381 2.832 1.178  -0.082
C: 8.475 2.741 4.473  0.416
C: 9.190 2.243 5.562  -0.435
C: 8.498 1.910 6.710  -0.488
N: 7.110 2.082 6.797  0.038
C: 6.440 2.503 5.726  -0.109
C: 7.093 2.812 4.514  -0.458
C: 6.356 1.674 8.039  -0.962
H: 11.216 5.442 -0.425  0.398
H: 11.689 3.906 -0.824  0.312
H: 12.637 4.849 0.383  0.364
H: 10.659 5.986 2.033  0.436
H: 9.615 5.138 4.112  0.457
H: 9.193 1.356 2.208  0.483
H: 10.610 2.256 0.276  0.387
H: 10.256 2.127 5.514  0.537
H: 8.990 1.569 7.631  0.450
H: 5.355 2.474 5.644  0.407
H: 6.512 3.129 3.622  0.429
H: 5.373 2.121 8.056  0.374
H: 6.815 2.087 8.915  0.399
H: 6.262 0.588 8.084  0.343
P: 1.467 -1.832 0.586  1.201
F: 2.525 -2.308 -0.511  -0.327
F: 0.271 -1.208 -0.146  -0.299
F: 0.803 -3.296 0.540  -0.360
F: 0.727 -1.530 2.143  -0.418
F: 2.524 -2.498 1.793  -0.437
F: 2.234 -0.458 0.689  -0.339

Force components x, y, z for each atom (eV/Å):
C -1.686 -0.275 -0.801
N 1.309 0.696 -0.461
C -1.247 -1.550 0.888
C -0.510 -0.262 -1.410
C 0.347 -0.659 1.758
C 0.668 1.937 -1.068
C 0.096 -0.144 0.278
C -1.635 -0.115 -0.901
C -0.716 -0.498 -0.970
C 1.039 0.238 1.310
N -0.372 0.346 -0.393
C -1.198 -0.968 1.978
C 2.036 0.771 -0.219
C -2.439 1.753 -0.369
H 0.073 0.296 0.098
H 0.623 -0.230 -0.107
H 0.072 -0.064 0.371
H 1.215 1.408 -0.661
H 0.346 0.358 0.588
H -0.813 -1.575 0.739
H 0.013 0.225 0.604
H -0.302 -0.143 -0.098
H -0.013 0.007 -0.016
H 1.689 0.936 -0.939
H -0.351 -0.163 -0.632
H 0.499 -1.455 0.518
H 0.650 -0.100 -0.258
H 0.497 -0.488 0.172
C -0.659 0.643 0.739
N -1.725 -0.865 -2.527
C 2.226 -1.456 -0.512
C -1.429 1.114 1.536
C 0.695 0.023 1.075
C 0.297 -1.206 -1.054
C 2.439 0.600 1.507
C 0.756 -0.005 0.401
C -0.223 -1.009 1.329
C -0.348 0.428 -0.369
N 0.386 0.315 -1.161
C 0.259 0.557 0.088
C -0.736 -0.273 -1.754
C -0.299 0.595 0.212
H 0.382 0.152 -0.072
H -0.091 0.100 0.132
H -0.203 -0.214 0.280
H -0.472 0.574 -0.138
H -0.189 -0.149 -0.265
H -1.294 0.688 -0.052
H -0.199 -0.071 0.186
H 0.024 0.132 -0.259
H 0.200 -0.502 0.668
H -0.019 -0.049 -0.285
H 0.220 0.355 -0.334
H -0.224 0.302 0.810
H 0.433 -0.072 -0.182
H -0.171 -0.335 -0.032
C -0.660 -0.472 -1.546
N 0.587 0.810 2.377
C -0.576 -0.633 -1.472
C -0.402 -0.344 0.099
C -0.470 -0.296 -0.381
C 1.195 0.523 -0.022
C 0.307 0.468 -0.733
C -0.436 -1.304 0.025
C -1.142 0.856 1.771
C 0.076 0.043 -0.077
N -1.839 0.295 0.517
C 2.618 0.190 -1.171
C 1.197 0.371 -0.927
C 1.010 0.181 1.125
H 0.048 -0.057 -0.385
H -0.265 -0.552 0.596
H 0.419 0.325 -0.159
H -0.085 0.120 0.180
H -0.236 -0.456 -0.301
H -0.170 0.517 -0.327
H 0.353 0.239 0.210
H -0.009 -0.076 0.551
H -0.378 -0.004 0.444
H -0.695 -0.314 -0.353
H 0.730 0.016 -0.230
H -0.315 0.476 0.274
H 0.183 -1.694 0.390
H -1.276 0.660 -0.547
C 0.515 -0.175 0.275
N -0.391 0.480 0.895
C -0.769 0.117 -0.809
C 0.553 -0.725 1.256
C -0.485 -0.517 0.203
C -0.169 0.783 -0.689
C -0.103 -0.678 -0.381
C 0.657 0.259 -0.817
C -1.025 -0.098 0.721
C -1.181 0.396 0.653
N 1.149 -0.458 0.038
C 0.092 -0.295 -2.074
C -0.172 0.315 0.291
C -0.003 0.038 -0.372
H -0.740 1.312 -0.092
H 0.152 -0.795 0.173
H -0.021 -0.244 -0.055
H 0.906 0.273 -0.137
H -0.237 0.322 -0.752
H 0.278 -0.322 -0.057
H -0.053 -0.081 0.569
H 0.291 -0.043 0.162
H -0.302 0.068 -0.489
H 0.148 0.128 0.941
H 0.378 -0.252 0.916
H -0.262 0.054 -0.573
H 0.762 -0.047 0.314
H 0.221 0.175 -0.042
P 2.289 -1.533 7.179
F -0.770 0.208 -1.136
F -0.672 0.329 -1.622
F -0.744 -0.586 -0.430
F -1.348 0.681 -2.179
F 1.275 -0.512 -1.612
F 0.085 0.879 -0.159